DFT (the ωB97M-V functional and the def2-TZVPD basis) results for C11H17Cl2F3O5PtS as an isolated structure in a non-equilibrium geometry.

charge	-2
energy above the lowest of the compared OMol25 structures with the same formula, charge and spin	53.53	kJ/mol
orbital gap (alpha / beta)	4.574 / 6.210	eV
E_tot	-69196.1614	eV
spin multiplicity	5
LUMO level (alpha / beta)	0.1773 / 0.1744	Eh

Structure (XYZ):
```
40
C11H17Cl2F3O5PtS | the Open Molecules 2025 dataset | the ωB97M-V functional and the def2-TZVPD basis
C 0.264 -1.250 -1.106
C 1.108 -0.113 -1.432
C 0.291 1.055 -1.493
C 2.516 -0.206 -1.767
C -1.069 0.654 -1.396
C -1.121 -0.749 -1.103
C -2.299 -1.622 -1.306
C 0.660 -2.658 -1.355
C 0.762 2.416 -1.880
C -2.247 1.505 -1.704
Pt -0.264 -0.970 1.386
Cl 3.882 1.304 -0.150
Cl 1.845 -1.898 1.517
O -2.086 -0.107 1.377
H 2.933 -1.194 -1.543
H 3.074 0.502 -0.994
H 2.773 0.194 -2.766
H 1.723 2.637 -1.384
H 0.020 3.188 -1.610
H 0.915 2.472 -2.974
H -2.130 2.531 -1.309
H -3.147 1.045 -1.264
H -2.397 1.600 -2.800
H -3.199 -1.120 -0.920
H -2.138 -2.551 -0.735
H -2.465 -1.866 -2.377
H 1.659 -2.807 -0.927
H 0.688 -2.950 -2.423
H -0.035 -3.306 -0.810
H -1.862 0.837 1.715
O -1.013 -2.813 1.245
H -1.903 -2.666 1.650
F 0.455 1.136 5.697
C 0.192 0.600 4.498
F 0.751 -0.642 4.454
F -1.139 0.535 4.337
S 0.913 1.690 3.145
O 0.247 2.971 3.321
O 2.339 1.579 3.392
O 0.503 1.038 1.795
```

---

DFT (the ωB97M-V functional and the def2-TZVPD basis) results for C11H17Cl2N5O3OsS as an isolated structure.

charge	+2
energy above the lowest of the compared OMol25 structures with the same formula, charge and spin	365.22	kJ/mol
orbital gap (alpha / beta)	4.789 / 4.824	eV
E_tot	-63600.4246	eV
spin multiplicity	1
LUMO level (alpha / beta)	-0.3560 / -0.3558	Eh

Structure (XYZ):
```
40
C11H17Cl2N5O3OsS | the Open Molecules 2025 dataset | the ωB97M-V functional and the def2-TZVPD basis
Os 0.843 0.198 0.907
N 0.815 0.201 2.980
N 2.110 0.213 3.530
C 3.178 0.214 2.712
N 4.361 0.222 3.286
N 2.874 0.202 1.382
N 3.988 0.192 0.470
O 5.118 0.192 0.900
O 3.678 0.179 -0.684
H 0.318 1.028 3.311
H 0.321 -0.621 3.322
H 2.205 0.219 4.534
H 4.442 0.231 4.291
H 5.192 0.220 2.713
Cl 1.206 0.048 -1.657
C 0.392 0.090 -3.174
C 1.067 -0.456 -4.219
C 0.450 -0.494 -5.486
C -0.829 -0.008 -5.734
C -1.538 0.559 -4.704
Cl -3.074 1.170 -4.981
C -0.946 0.663 -3.347
S -1.687 1.425 -2.137
H 2.057 -0.869 -4.087
H 1.003 -0.935 -6.307
H -1.259 -0.068 -6.724
C -2.895 -1.251 0.314
C -2.227 -0.204 1.195
C -2.053 -0.750 2.604
C -3.040 1.084 1.256
O -0.972 0.092 0.533
H -3.870 -1.526 0.716
H -2.281 -2.149 0.251
H -3.049 -0.864 -0.698
H -3.034 -0.992 3.011
H -1.629 -0.007 3.280
H -1.475 -1.679 2.607
H -4.008 0.893 1.719
H -3.229 1.494 0.267
H -2.522 1.841 1.847
```

---

DFT (the ωB97M-V functional and the def2-TZVPD basis) results for C11H17ClGaINO2PS as an isolated structure in a non-equilibrium geometry.

charge	+2
orbital gap (alpha / beta)	6.803 / 5.983	eV
E_tot	-110373.8023	eV
spin multiplicity	1
LUMO level (alpha / beta)	-0.2990 / -0.3066	Eh

Structure (XYZ):
```
36
C11H17ClGaINO2PS | the Open Molecules 2025 dataset | the ωB97M-V functional and the def2-TZVPD basis
C -1.876 1.203 -1.379
C -1.484 1.574 0.037
H -2.589 0.377 -1.357
H -0.970 0.894 -1.909
H -2.365 2.042 -1.928
O -2.281 2.008 0.861
I -1.275 -0.663 1.879
Ga 2.894 -1.053 -0.857
P 1.356 -2.635 -1.390
C -0.325 -3.085 -0.859
C 1.072 -1.853 -3.038
H 3.156 -4.241 -1.729
H 1.760 -4.592 -2.792
H 1.706 -5.037 -1.066
C 2.060 -4.278 -1.779
H 1.912 -1.198 -3.331
H 0.976 -2.644 -3.787
H -0.792 -3.786 -1.568
H -0.958 -2.192 -0.779
H 0.166 -1.241 -2.982
H -0.316 -3.562 0.129
C -3.362 0.519 3.011
O -4.494 0.274 2.924
Cl 4.075 0.402 0.236
S 0.312 1.497 0.283
C 0.690 2.316 1.781
N 2.026 2.441 2.016
C 2.497 2.594 3.285
C 1.607 2.711 4.332
C 0.236 2.728 4.097
C -0.207 2.642 2.784
H 2.669 2.314 1.238
H 3.568 2.606 3.388
H 1.984 2.780 5.348
H -0.452 2.849 4.927
H -1.240 2.716 2.506
```

---

Question: What is the formula in the first record?
Answer: C11H17Cl2F3O5PtS

---

Question: Which of these has the lowest charge?
Answer: C11H17Cl2F3O5PtS